# C4H4N2O2

C4H4N2O2 in the gas phase at a distorted geometry (ωB97M-V with the def2-TZVPD basis set, OMol25).

Positions of all 12 atoms, in Å:
1 O -1.48120 1.66071 0.09073
2 C -0.52476 0.77617 -0.03306
3 C 0.91193 1.33285 -0.07353
4 C 1.94646 0.48752 -0.04728
5 N 1.75903 -0.97026 0.20269
6 C 0.53187 -1.46170 -0.12968
7 N -0.63376 -0.57239 -0.22585
8 O -1.91590 -1.17428 0.08235
9 H 1.27649 2.37469 -0.10502
10 H 2.99169 0.60905 0.29756
11 H 0.25961 -2.47309 0.01504
12 H -2.42088 -0.41260 0.27109

Output
2S+1   1
SMILES string   O=c1ccncn1O
Electronic energy   -414.69429 hartree

=====

# C26H27N3O4S

C26H27N3O4S in the gas phase at a distorted geometry (ωB97M-V with the def2-TZVPD basis set, OMol25).

Positions of all 61 atoms, in Å:
1 C -6.64771 -0.89924 -1.09398
2 C -6.32782 0.27961 -2.00580
3 C -5.04646 1.01777 -1.61718
4 C -3.76972 0.21434 -1.85594
5 O -3.61620 -0.87665 -0.94119
6 C -3.18075 -0.59128 0.27573
7 O -2.86375 0.50548 0.65789
8 C -3.10986 -1.85016 1.11619
9 S -1.82253 -1.68488 2.39508
10 C -0.51140 -1.05669 1.36398
11 C 0.05376 -1.75946 0.36231
12 C -0.33778 -3.06621 0.05173
13 N -0.66175 -4.12967 -0.24126
14 C 1.16348 -1.15710 -0.48226
15 C 2.49813 -1.71038 -0.03452
16 C 3.17608 -2.66044 -0.78726
17 C 4.39454 -3.13609 -0.33356
18 C 4.88942 -2.64019 0.86291
19 N 4.25109 -1.74041 1.59127
20 C 3.08886 -1.29321 1.15420
21 C 1.14145 0.35273 -0.36525
22 C 1.80960 1.10974 -1.42686
23 O 1.74691 2.30522 -1.59890
24 O 2.50450 0.28532 -2.23927
25 C 3.25945 0.89843 -3.27938
26 C 4.60955 1.37930 -2.76641
27 C 0.55325 0.96798 0.68756
28 C 0.58271 2.41534 0.95677
29 C 1.78846 3.07711 1.16138
30 C 1.79182 4.42766 1.45217
31 C 0.59772 5.12503 1.54144
32 C -0.60440 4.46666 1.34811
33 C -0.61642 3.11247 1.06551
34 N -0.14958 0.23542 1.61956
35 H -6.71338 -0.57148 -0.05806
36 H -5.88129 -1.66612 -1.16692
37 H -7.60159 -1.34067 -1.37292
38 H -7.15464 0.99228 -1.96721
39 H -6.24112 -0.07066 -3.03661
40 H -5.08865 1.30692 -0.56518
41 H -4.96602 1.93034 -2.21072
42 H -2.89754 0.87025 -1.75947
43 H -3.77740 -0.25022 -2.84346
44 H -2.91903 -2.72386 0.49351
45 H -4.04723 -1.98523 1.65700
46 H 1.01137 -1.44731 -1.52917
47 H 2.75428 -3.01880 -1.71572
48 H 4.94696 -3.87310 -0.89579
49 H 5.83819 -2.97488 1.26120
50 H 2.60631 -0.55910 1.78749
51 H 2.68806 1.73887 -3.68767
52 H 3.38025 0.12311 -4.03927
53 H 5.14606 0.55735 -2.29738
54 H 4.46465 2.17002 -2.03431
55 H 5.19913 1.76664 -3.59232
56 H 2.71551 2.52802 1.09332
57 H 2.72945 4.93947 1.60945
58 H 0.60549 6.18218 1.76223
59 H -1.53646 5.00775 1.41799
60 H -1.55174 2.59564 0.90489
61 H -0.67868 0.73996 2.31773

Output
2S+1   1
SMILES string   CCCCOC(=O)CSC1=C(C#N)[C@H](c2cccnc2)C(C(=O)OCC)=C(c2ccccc2)N1
Electronic energy   -1870.40054 hartree

=====

# C4H10N2O3

C4H10N2O3 in the gas phase at a distorted geometry (ωB97M-V with the def2-TZVPD basis set, OMol25).

Positions of all 19 atoms, in Å:
1 N -1.34944 0.17958 1.13281
2 C -1.04085 -0.32095 -0.20979
3 C 0.11608 -1.25920 -0.25712
4 C 1.50186 -0.63407 0.00328
5 N 1.61548 0.02238 1.34824
6 O 1.04229 1.30289 1.26025
7 C -0.92275 0.91398 -1.09407
8 O -1.40305 2.00628 -0.88022
9 O -0.22191 0.69172 -2.23610
10 H -1.70082 -0.59193 1.68252
11 H -2.16639 0.81775 0.97539
12 H -1.93330 -0.85238 -0.53413
13 H 0.11556 -1.75804 -1.24812
14 H -0.04194 -2.03977 0.49235
15 H 1.69606 0.16180 -0.73222
16 H 2.28500 -1.40291 0.00514
17 H 2.60619 0.19636 1.52993
18 H 0.10309 1.06269 1.50928
19 H -0.30115 1.50382 -2.74744

Output
2S+1   1
SMILES string   N[C@H](CCNO)C(=O)O
Electronic energy   -493.60490 hartree

=====

# C4H7N3O

A molecular structure, C4H7N3O at a distorted geometry (ωB97M-V with the def2-TZVPD basis set, OMol25).

Positions of all 15 atoms, in Å:
1 C 2.53304 -0.05989 -0.11252
2 C -0.21090 -0.20595 0.17156
3 C -1.59124 -0.36648 0.50964
4 C -2.51502 0.61937 0.07740
5 H 3.05019 -1.61900 0.14688
6 H 3.69391 0.47699 0.28410
7 H 1.91092 1.81454 -0.64759
8 H 0.25190 -1.12510 0.13107
9 H -1.98419 -0.97558 1.26378
10 H -3.40093 0.74523 0.69272
11 H -2.24330 1.30842 -0.61373
12 N 2.13720 -1.20576 -0.04909
13 N 1.68722 0.99014 0.00017
14 N 0.32718 0.96184 0.00654
15 O -2.45437 -0.72141 -0.60463

Output
2S+1   1
Electronic energy   -395.93961 hartree

=====

# C37H34FN2O4ReS4SbTe

A molecular structure, C37H34FN2O4ReS4SbTe at a distorted geometry (ωB97M-V with the def2-TZVPD basis set, OMol25).

Positions of all 85 atoms, in Å:
1 Re -1.39517 -1.35761 -1.84755
2 C 4.54473 2.73689 -0.38185
3 C 4.50593 2.47399 -1.88805
4 C 5.85373 2.10259 -2.49825
5 C 6.39663 0.83359 -1.85495
6 C 5.35953 -0.24471 -1.81745
7 C 5.72703 -1.56551 -1.64375
8 C 4.76053 -2.56421 -1.55405
9 F 5.14253 -3.82511 -1.37205
10 C 3.41963 -2.27421 -1.63505
11 C 3.02413 -0.94941 -1.82475
12 C 1.61253 -0.63191 -1.91935
13 O 0.76183 -1.51611 -1.61565
14 C 1.29283 0.68569 -2.32985
15 C 2.29223 1.64019 -2.36555
16 N 3.56343 1.37609 -2.11005
17 C 3.98843 0.07819 -1.92185
18 C -0.09837 1.11709 -2.70605
19 O -0.35937 2.28639 -2.83895
20 O -0.95937 0.14639 -2.86145
21 H 5.34143 3.42939 -0.13485
22 H 4.69653 1.81409 0.17275
23 H 3.60473 3.17989 -0.06455
24 H 4.11383 3.35869 -2.39855
25 H 6.55623 2.92449 -2.36315
26 H 5.71613 1.94749 -3.57025
27 H 6.70253 1.04719 -0.82715
28 H 7.28893 0.48919 -2.37855
29 H 6.76723 -1.84881 -1.58495
30 H 2.67933 -3.05301 -1.56315
31 H 2.01073 2.66359 -2.57465
32 S -3.59577 -4.43191 0.23475
33 Sb -3.83157 -3.97581 -1.98515
34 S -3.65457 -1.42121 -1.94805
35 S -1.43437 -3.37931 -2.86125
36 S -5.11507 -4.44061 -3.80695
37 C -7.02207 3.51089 3.31885
38 C -5.99887 2.56349 2.79635
39 C -4.91517 2.14899 3.56295
40 C -3.94957 1.27159 3.09015
41 C -2.80407 0.92009 4.00035
42 C -4.07167 0.80749 1.76915
43 Te -2.27847 -0.48101 1.47155
44 N -1.44727 -1.98671 -0.04595
45 C -0.49697 -2.55131 0.78025
46 O -0.20567 -1.92291 1.80415
47 C 0.16393 -3.85261 0.58565
48 C 0.63573 -4.37571 -0.61955
49 C 1.40383 -5.52591 -0.63675
50 C 1.72953 -6.17251 0.54455
51 C 1.25703 -5.67311 1.74845
52 C 0.49243 -4.52581 1.77475
53 C -1.20557 1.23559 0.77685
54 C -1.94227 2.12709 -0.00985
55 C -1.36897 3.29479 -0.47405
56 C -0.05867 3.59059 -0.13575
57 C 0.66313 2.71199 0.64955
58 C 0.12223 1.51769 1.12055
59 C 0.96313 0.62799 1.97565
60 C -5.15187 1.19239 0.98465
61 C -5.34177 0.72909 -0.41555
62 C -6.09487 2.07039 1.50445
63 H -6.79067 3.81869 4.33335
64 H -8.00677 3.04589 3.30665
65 H -7.07587 4.39239 2.68085
66 H -4.80857 2.52669 4.56955
67 H -2.95637 1.39609 4.96775
68 H -1.85307 1.28909 3.60455
69 H -2.72757 -0.15581 4.17855
70 H 0.46843 -3.84781 -1.54755
71 H 1.77183 -5.91451 -1.57315
72 H 2.35173 -7.05291 0.53405
73 H 1.50823 -6.17921 2.66845
74 H 0.13763 -4.13821 2.71725
75 H -2.97777 1.91839 -0.23635
76 H -1.94197 3.97139 -1.08725
77 H 0.39123 4.51349 -0.46385
78 H 1.66723 2.96729 0.95225
79 H 1.79283 1.18149 2.41035
80 H 1.38433 -0.18121 1.37725
81 H 0.38493 0.16549 2.77825
82 H -4.39477 0.36339 -0.80745
83 H -5.69967 1.53389 -1.05265
84 H -6.06557 -0.08361 -0.46095
85 H -6.91687 2.36509 0.86895

Output
2S+1   2
Net charge   +2
Electronic energy   -4119.41009 hartree

=====

# C3H6O3P

A gas-phase ion, C3H6O3P (charge -1) at a distorted geometry (ωB97M-V with the def2-TZVPD basis set, OMol25).

Positions of all 13 atoms, in Å:
1 C 0.72711 -1.28966 -0.09720
2 C 0.00922 -0.00275 0.12372
3 C 0.81201 1.30999 0.09576
4 O -0.82002 0.07374 1.31397
5 P -1.78901 -0.02049 -0.04867
6 O -2.40062 1.26460 -0.43818
7 O -2.43635 -1.33805 -0.35558
8 H -0.01353 -2.05534 -0.28735
9 H 1.65468 -1.20329 0.64824
10 H 1.28426 -1.28675 -1.08921
11 H 0.08953 2.07525 0.26417
12 H 1.25814 1.16818 -0.97146
13 H 1.62459 1.30457 0.84179

Output
2S+1   1
SMILES string   CC1(C)O[P@]1(=O)[O-]
Net charge   -1
Electronic energy   -685.07312 hartree

=====

Molecular weight for the records above, in order: 112.09, 477.59, 134.13, 113.12, 1153.52, 121.05 g mol⁻¹
Energy relative to the best compared isomer or geometry (same formula, charge and spin) for the records above, in order: 398.78, 140.59, 210.60, 548.21, 414.20, 98.54 kJ/mol